Below is 2 unconnected molecules or ions with the total composition C11H11NO4P at a distorted geometry, with properties calculated with ωB97M-V/def2-TZVPD.

The geometry in XYZ format:
```
28
Properties=species:S:1:pos:R:3
C -0.495 4.211 1.064
C -0.693 2.049 0.528
H -2.713 -0.632 -1.898
H 1.096 0.937 0.134
C -1.109 -3.286 -2.113
N -1.298 3.178 0.862
H 3.796 3.436 -0.579
O -2.272 -0.787 0.137
C -0.425 -4.173 -1.183
H 0.520 -5.384 0.515
H -1.321 1.186 0.326
C 1.456 2.983 0.655
O 0.168 -4.673 1.087
O 0.159 -5.181 -1.523
H 1.451 5.077 1.148
C 0.868 4.184 0.973
C 0.662 1.888 0.412
O -2.360 -1.340 -2.469
C -1.715 -1.820 -0.205
H -0.960 5.159 1.313
H -1.102 -3.556 -3.160
C -1.718 -2.183 -1.661
H 3.795 3.433 1.677
H -1.077 -2.449 1.777
P 3.234 2.819 0.546
C -1.055 -2.713 0.728
H 3.556 1.460 0.627
C -0.448 -3.822 0.280
```

Summary:
lowest unoccupied orbital energy = -4.3 eV
HOMO = -11.87 eV
E = -1122.5259 a.u.
2S+1 = 1
total charge = +1

Below is a molecular structure, C57H63ClN14O4S2V at a distorted geometry, with properties calculated with ωB97M-V/def2-TZVPD.

The geometry in XYZ format:
```
142
Properties=species:S:1:pos:R:3
H -2.815 2.515 -0.895
H 0.533 -4.479 -3.299
H 0.463 9.322 3.000
C 6.551 -3.175 -2.088
H -6.732 0.970 6.093
H 4.247 -4.993 -6.215
C -2.937 -1.667 0.273
C -0.778 -4.192 4.375
N 0.060 -0.988 -1.646
H 2.283 -4.617 -1.665
H -0.766 -6.225 3.682
C -4.645 0.913 5.611
C -2.356 1.594 -1.268
H 1.230 -3.489 4.685
N 0.674 -2.989 2.738
H 1.748 -5.145 -7.575
N 0.539 -1.217 -3.813
C 1.686 8.654 1.370
C 1.497 -2.105 1.030
H 1.167 1.406 2.665
C 2.860 -5.018 -3.727
H 3.901 -3.846 -7.491
C 1.785 6.266 1.035
H -0.680 4.131 -3.502
C -3.305 -4.792 5.399
H 0.528 -5.019 -6.320
H -2.972 -6.762 4.636
C 0.335 5.908 -1.700
O 2.998 -2.615 -3.951
H -3.057 3.701 -4.015
C -1.457 4.665 -2.962
C -3.570 1.587 5.041
Cl 8.015 -2.030 -0.122
C 1.812 -2.603 -6.636
H 5.719 -3.118 1.195
H 0.285 0.695 -2.989
C -3.442 6.067 -1.621
H -4.710 -2.834 0.490
C 2.287 5.089 0.261
H 0.036 -3.108 -1.251
H 2.561 -0.629 -2.116
H 1.986 9.652 1.077
H 0.901 6.146 -2.603
H 2.133 -5.813 -3.897
C -3.647 -2.427 6.001
H -6.133 -1.115 -0.645
C 0.931 6.084 2.121
H 0.438 6.713 -0.978
C -2.596 3.542 3.802
H -2.294 -2.394 0.753
C 2.376 -3.869 -5.966
N -4.761 -2.503 6.645
H -4.213 6.625 -1.104
H 1.826 -2.749 -7.715
C -1.109 5.616 -2.004
C -4.470 -0.467 6.047
N -0.370 2.602 3.433
N 0.303 -1.461 1.237
H 0.118 -3.669 -4.814
C 1.604 -5.085 -6.495
C -3.787 5.132 -2.588
H 3.317 -6.007 -1.916
H 4.486 -3.257 -5.938
O -0.010 3.842 -0.080
C 2.288 -3.761 -4.409
C 0.775 -3.642 -3.950
O -1.015 1.505 -0.845
H 4.533 1.198 0.896
C 3.843 -4.000 -6.413
C -3.763 2.817 4.430
C -2.791 -3.501 5.508
H -5.194 4.339 3.930
C 6.634 -2.898 -0.734
H 0.653 5.082 2.426
H -1.838 7.044 -0.579
H -2.395 1.645 -2.360
N -1.680 2.624 3.117
N 4.549 0.638 0.062
C 5.626 -3.292 0.131
S 1.982 1.124 0.048
C 4.385 -4.209 -1.746
N 1.744 -3.029 1.917
C -4.283 -1.912 0.121
H -2.584 1.137 5.081
H -1.104 -2.221 5.187
C -1.940 1.721 2.181
C 3.408 0.374 -0.556
C -6.092 2.736 5.037
C 3.160 -4.969 -2.224
H 3.779 -5.309 -4.231
H -1.992 4.037 4.558
H 1.097 -4.831 3.563
C -2.106 6.305 -1.326
C -1.324 -5.460 4.210
C 0.618 -3.912 3.888
H -2.953 4.290 3.096
O -3.388 -1.156 5.597
C 0.832 8.467 2.449
C -5.031 3.383 4.416
H 1.971 -6.020 -6.071
H 7.362 -2.903 -2.751
H 4.249 -0.900 -1.917
C 0.290 -0.373 -2.850
H 2.188 -1.882 0.233
N -5.292 -1.236 6.677
C -2.792 4.424 -3.252
C -5.908 1.499 5.632
N 0.453 -2.424 -3.222
C -2.569 -5.763 4.744
H 3.037 -1.985 -4.679
N -2.353 -0.534 -0.156
H -5.043 0.957 -1.506
C 0.127 1.679 2.657
C 2.159 7.558 0.665
H -7.072 3.195 5.038
H 5.433 0.239 -0.219
C 0.167 -2.283 -1.934
S 1.138 4.424 -1.012
N -0.811 1.090 1.849
C 4.512 -3.942 -0.384
H -2.926 1.530 1.786
C -4.471 0.199 -0.986
C -5.070 -0.957 -0.514
H 3.741 -4.278 0.304
N 3.410 -0.415 -1.622
H 0.784 -2.380 -6.347
H 2.459 4.216 0.889
C -1.518 -3.212 5.027
H -4.828 4.969 -2.837
H -0.361 2.953 -0.410
C 0.461 7.182 2.825
H -1.100 -1.814 2.836
C 5.434 -3.837 -2.581
V -0.402 0.086 0.032
C -0.179 -2.058 2.332
H 2.419 -1.712 -6.439
H 2.839 7.707 -0.169
H -0.190 7.042 3.678
C -3.113 0.379 -0.791
H 3.196 5.323 -0.297
H -4.280 -5.009 5.818
H 5.407 -4.069 -3.637
```

Summary:
lowest unoccupied orbital energy (spin up / spin down) = -7.5 / -7.2 eV
HOMO (spin up / spin down) = -14.26 / -14.26 eV
E = -5477.3455 a.u.
2S+1 = 3
total charge = +3

Q: Which of these has the lowest total charge?
A: C11H11NO4P

Please write out number 1 again, unchanged.
Below is 2 unconnected molecules or ions with the total composition C11H11NO4P at a distorted geometry, with properties calculated with ωB97M-V/def2-TZVPD.

The geometry in XYZ format:
```
28
Properties=species:S:1:pos:R:3
C -0.495 4.211 1.064
C -0.693 2.049 0.528
H -2.713 -0.632 -1.898
H 1.096 0.937 0.134
C -1.109 -3.286 -2.113
N -1.298 3.178 0.862
H 3.796 3.436 -0.579
O -2.272 -0.787 0.137
C -0.425 -4.173 -1.183
H 0.520 -5.384 0.515
H -1.321 1.186 0.326
C 1.456 2.983 0.655
O 0.168 -4.673 1.087
O 0.159 -5.181 -1.523
H 1.451 5.077 1.148
C 0.868 4.184 0.973
C 0.662 1.888 0.412
O -2.360 -1.340 -2.469
C -1.715 -1.820 -0.205
H -0.960 5.159 1.313
H -1.102 -3.556 -3.160
C -1.718 -2.183 -1.661
H 3.795 3.433 1.677
H -1.077 -2.449 1.777
P 3.234 2.819 0.546
C -1.055 -2.713 0.728
H 3.556 1.460 0.627
C -0.448 -3.822 0.280
```

Summary:
lowest unoccupied orbital energy = -4.3 eV
HOMO = -11.87 eV
E = -1122.5259 a.u.
2S+1 = 1
total charge = +1

Q: What is the formula in the first record?
A: C11H11NO4P

Q: Which value of total charge does entry 2 give?
A: +3